Entry from the Open Molecules 2025 dataset: a structure of composition C21H37BCoN6O3SSi (ωB97M-V with the def2-TZVPD basis set).

```
71
Properties=species:S:1:pos:R:3:forces:R:3:mulliken_spin:R:1
Co -0.391845 0.209477 0.061711 -0.36 0.06 0.14 2.84
C 3.794761 0.486344 -0.410430 0.03 0.00 -0.01 0.00
C 2.583816 0.075946 -0.957398 -0.03 0.00 0.01 0.01
N 1.586318 0.351963 -0.116865 0.10 -0.05 -0.18 0.07
N 2.130253 0.941094 0.977091 -0.01 0.00 0.03 0.00
C 3.456350 1.028950 0.815633 0.01 0.02 0.05 0.01
B 1.246220 1.394235 2.175614 0.11 -0.01 -0.03 -0.01
N 0.496750 0.153955 2.723275 0.00 -0.10 0.09 -0.01
C 0.515809 -0.385595 3.951180 0.00 -0.01 -0.05 0.01
C -0.261678 -1.529833 3.944234 0.00 0.01 0.01 0.01
C -0.734426 -1.624351 2.636436 0.00 0.03 0.01 0.00
N -0.273775 -0.607950 1.910018 -0.09 -0.02 0.00 0.05
N 0.214537 2.426693 1.654298 -0.04 0.14 0.00 -0.01
C 0.002781 3.692548 2.041887 0.01 -0.04 -0.04 0.01
C -0.994936 4.236690 1.252901 0.02 0.00 -0.01 0.01
C -1.354446 3.208740 0.382678 0.10 0.02 -0.06 0.01
N -0.620079 2.125588 0.628719 -0.06 0.00 0.07 0.06
H 4.776150 0.400946 -0.842834 -0.03 0.00 0.01 0.00
H 2.381709 -0.400461 -1.903705 0.02 0.01 0.03 0.00
H 4.068688 1.470748 1.585485 -0.02 -0.02 -0.04 0.00
H 1.925938 1.880821 3.026132 -0.01 0.01 0.02 0.00
H 1.086114 0.075125 4.742312 -0.03 -0.02 -0.04 0.00
H -0.451549 -2.198681 4.766339 0.01 0.03 -0.05 0.00
H -1.381058 -2.365092 2.189674 0.03 0.05 0.02 0.00
H 0.579191 4.121835 2.846232 -0.03 -0.02 -0.04 0.00
H -1.399107 5.233653 1.301948 0.02 -0.06 -0.01 0.00
H -2.097731 3.194808 -0.400284 0.04 -0.01 0.07 0.00
C -4.467809 2.896212 2.062443 -0.01 0.00 -0.04 0.00
C -4.505944 1.387788 1.888971 -0.21 -0.05 0.09 -0.01
C -3.461305 0.703258 2.753018 0.07 0.00 -0.03 0.00
C -5.903245 0.847334 2.170896 0.03 -0.04 0.00 0.00
O -4.188465 1.139808 0.487700 0.25 0.03 -0.02 0.00
Si -4.176550 -0.160972 -0.448517 -0.05 -0.02 -0.16 -0.11
S -2.123312 -0.680647 -1.169648 0.08 0.07 -0.01 0.96
O -4.589116 -1.513687 0.308957 0.07 -0.05 0.04 0.04
C -5.259856 -2.735117 -0.132335 0.00 -0.06 0.01 0.00
C -4.589501 -3.259081 -1.395151 -0.02 0.06 0.02 0.01
C -5.099914 -3.711917 1.019817 -0.01 0.00 0.02 0.00
C -6.725199 -2.402968 -0.374750 0.02 0.02 -0.01 0.01
O -4.925632 0.066861 -1.851521 0.06 0.04 0.06 0.03
C -5.455117 1.238737 -2.531981 -0.03 -0.03 -0.11 -0.02
C -6.608655 1.803295 -1.715882 0.01 0.01 0.01 0.00
C -4.338828 2.262376 -2.695919 -0.03 -0.05 0.06 0.03
C -5.935244 0.724577 -3.880068 -0.02 0.05 -0.01 0.00
H -4.681788 3.157288 3.100145 -0.01 -0.01 -0.03 0.00
H -5.214856 3.375418 1.425521 0.04 -0.03 0.02 0.00
H -3.482616 3.283150 1.805336 -0.06 0.00 0.05 0.00
H -3.653902 0.902340 3.808382 -0.01 0.00 -0.02 0.00
H -2.463210 1.076483 2.507714 -0.03 -0.02 0.02 0.00
H -3.486878 -0.378105 2.600433 0.01 0.02 0.00 0.00
H -6.193060 1.072867 3.198127 0.02 0.01 -0.01 0.00
H -5.930944 -0.235503 2.036159 -0.01 0.06 0.02 0.00
H -6.633994 1.308097 1.502953 0.03 -0.01 0.02 0.00
H -3.534028 -3.471098 -1.210863 -0.02 0.01 -0.01 0.01
H -4.673945 -2.536210 -2.209733 0.02 -0.03 0.03 0.00
H -5.069260 -4.185264 -1.713811 -0.01 0.02 0.02 0.00
H -4.042870 -3.915020 1.204398 -0.04 0.01 -0.01 0.00
H -5.596226 -4.654761 0.784848 0.02 0.03 0.01 0.00
H -5.544117 -3.303189 1.929383 0.02 -0.02 -0.03 0.00
H -6.826292 -1.695932 -1.200062 0.00 -0.02 0.03 0.00
H -7.170063 -1.970493 0.523534 0.01 -0.01 -0.03 0.00
H -7.276115 -3.309848 -0.628217 0.02 0.02 0.00 0.00
H -6.257298 2.174128 -0.750948 -0.02 -0.02 -0.06 0.00
H -7.367499 1.036158 -1.549180 0.03 0.02 0.00 0.00
H -7.072639 2.631077 -2.254450 0.01 -0.02 0.02 0.00
H -3.980465 2.576809 -1.712517 0.02 0.02 -0.04 -0.01
H -4.709357 3.144103 -3.219481 0.00 -0.01 0.00 0.00
H -3.512578 1.842432 -3.274468 -0.02 0.00 0.04 0.00
H -6.713019 -0.029083 -3.743630 0.04 0.03 0.00 0.00
H -5.107898 0.277395 -4.433565 -0.03 0.01 0.02 0.00
H -6.348046 1.543810 -4.472016 0.02 -0.04 0.03 0.00
```
Forces are in eV/Å.

Spin multiplicity ... 5
Net charge ... +1
HOMO level (alpha / beta) ... -12.1710 / -12.1534 eV
Calculated total energy ... -3472.0314 a.u.